Density functional theory data (ωB97M-V with the def2-TZVPD basis set) for a structure of composition C19H18AlN5O2.

CARTESIAN COORDINATES (ANGSTROEM)
Al (0.594, 0.105, 0.193)
C (-1.330, 3.723, -3.427)
C (-1.914, 3.946, -2.187)
C (-1.813, 2.998, -1.179)
C (-1.134, 1.812, -1.428)
C (-0.549, 1.582, -2.666)
C (-0.643, 2.542, -3.664)
N (-0.951, 0.832, -0.396)
C (-1.980, 0.375, 0.382)
C (-3.350, 0.528, 0.084)
C (-4.284, 0.054, 0.965)
C (-3.950, -0.579, 2.196)
C (-2.647, -0.757, 2.526)
C (-1.656, -0.305, 1.617)
N (-0.324, -0.319, 1.807)
N (0.347, -0.549, 2.857)
C (1.684, -0.113, 2.639)
C (2.592, -0.188, 3.678)
C (3.854, 0.350, 3.494)
C (4.189, 0.943, 2.279)
C (3.248, 0.962, 1.275)
N (2.016, 0.443, 1.441)
H (-1.412, 4.469, -4.205)
H (-2.443, 4.870, -1.996)
H (-2.248, 3.188, -0.206)
H (-0.048, 0.639, -2.860)
H (-0.193, 2.359, -4.631)
H (-3.646, 1.008, -0.837)
H (-5.331, 0.160, 0.713)
H (-4.740, -0.914, 2.852)
H (-2.342, -1.238, 3.445)
H (2.281, -0.638, 4.609)
H (4.575, 0.318, 4.299)
H (5.158, 1.388, 2.115)
H (3.466, 1.400, 0.309)
N (1.530, -4.632, -1.924)
C (2.050, -3.239, -1.711)
C (0.909, -2.436, -1.089)
O (-0.178, -2.945, -0.960)
O (1.235, -1.218, -0.770)
H (1.913, -5.298, -1.253)
H (1.714, -4.986, -2.863)
H (0.502, -4.570, -1.766)
H (2.315, -2.812, -2.677)
H (2.934, -3.258, -1.080)

HOMO (alpha / beta) = -13.3 / -13.3 eV
Net charge = +2